## one
Below is a cluster of 2 separate species, C4H11N2O in total, with properties calculated with ωB97M-V/def2-TZVPD.

CARTESIAN COORDINATES (ANGSTROEM)
C  1.357  0.310  -1.219
O  0.012  0.054  -1.023
C  2.167  -0.291  -0.057
C  1.502  -1.585  0.475
H  1.594  1.400  -1.224
H  1.770  -0.226  -2.134
H  2.186  0.381  0.817
H  3.175  -0.521  -0.322
H  2.082  -2.034  1.298
H  1.412  -2.266  -0.396
H  0.522  -1.236  0.797
N  -1.950  1.543  -0.139
C  -2.718  0.573  0.399
N  -3.326  0.675  1.533
H  -1.021  1.162  -0.584
H  -1.930  2.402  0.440
H  -2.776  -0.337  -0.209
H  -4.059  -0.003  1.550

The calculation puts the HOMO energy at -3.354 eV. As for the total charge: -1. The frontier orbital gap is 7.697 eV. The value obtained for the molar mass is 103.14 g mol⁻¹. The LUMO energy is 4.34 eV.

Partial atomic charges computed with the Löwdin method, in multiples of e: C -0.4539; O -0.3676; C -0.2946; C -0.1467; H 0.0828; H 0.0884; H 0.0888; H 0.0629; H 0.0514; H 0.0683; H 0.0521; N 0.0275; C -0.4539; N -0.0096; H 0.0437; H 0.0798; H 0.1076; H -0.0270

---

## two
Below is a cluster of 2 separate species, C4H11N2O in total, with properties calculated with ωB97M-V/def2-TZVPD.

CARTESIAN COORDINATES (ANGSTROEM)
C  0.633  0.035  0.109
C  -0.123  0.498  1.294
C  -1.543  0.947  0.998
N  -1.852  2.020  0.018
N  1.376  -1.186  0.141
C  1.086  -1.652  -1.596
O  -0.169  -1.921  -1.916
H  0.054  0.038  -0.906
H  1.325  0.862  -0.196
H  0.326  1.331  1.837
H  -0.220  -0.287  1.990
H  -2.051  0.060  0.731
H  -2.043  1.136  1.964
H  -0.945  2.503  -0.086
H  -0.188  0.518  -1.590
H  0.846  -1.870  0.652
H  1.607  -0.698  -1.865
H  1.882  -2.335  -1.580

The calculation puts the HOMO energy at -2.475 eV. As for the total charge: -1. The frontier orbital gap is 5.466 eV. The value obtained for the molar mass is 103.14 g mol⁻¹. The LUMO energy is 2.99 eV.

Partial atomic charges computed with the Löwdin method, in multiples of e: C -0.3613; C -0.2211; C -0.4566; N -0.1180; N -0.0117; C -0.4025; O -0.2444; H 0.0097; H 0.1233; H 0.1075; H 0.0842; H 0.0640; H 0.0796; H -0.0911; H 0.2574; H 0.0563; H 0.0762; H 0.0483

---

Bottom line: one, by a margin of 663.6 kJ/mol.

---

## one
Below is the molecule C4H4FN3, with properties calculated with ωB97M-V/def2-TZVPD.

CARTESIAN COORDINATES (ANGSTROEM)
N  2.185  -1.562  0.035
C  0.973  -1.429  0.033
N  -0.288  -1.547  -0.101
C  -1.381  -0.697  -0.147
C  -1.523  0.606  0.132
N  -0.473  1.411  0.666
C  0.523  1.715  0.011
F  0.692  0.882  -1.082
H  2.713  -1.899  0.780
H  -2.219  -1.138  -0.606
H  -2.481  1.226  0.066
H  1.279  2.432  0.213

The calculation puts the HOMO energy at -8.664 eV. As for the total charge: 0. The frontier orbital gap is 9.557 eV. Its structure (SMILES) is N=C=N/C=C\N=C/F. The value obtained for the molar mass is 113.09 g mol⁻¹. The LUMO energy is 0.89 eV.

Partial atomic charges computed with the Löwdin method, in multiples of e: N 0.1703; C -0.2418; N 0.1063; C -0.1764; C -0.1268; N 0.0668; C -0.1640; F -0.0192; H 0.0488; H 0.0833; H 0.1342; H 0.1184

---

## two
Below is the molecule C4H4FN3, with properties calculated with ωB97M-V/def2-TZVPD.

CARTESIAN COORDINATES (ANGSTROEM)
H  -2.102  0.680  0.968
N  -2.406  0.023  0.322
C  -1.473  -0.611  -0.304
N  -0.090  -0.380  0.014
C  0.896  -1.043  -0.724
N  1.987  -0.336  -0.645
C  1.638  0.889  0.083
F  2.581  1.916  0.325
C  0.380  0.905  0.503
H  -1.652  -1.381  -0.950
H  0.579  -2.040  -0.959
H  -0.338  1.378  1.367

The calculation puts the HOMO energy at -9.989 eV. As for the total charge: 0. The frontier orbital gap is 10.459 eV. Its structure (SMILES) is [H]/N=C\n1cnc(F)c1. The value obtained for the molar mass is 113.10 g mol⁻¹. The LUMO energy is 0.47 eV.

Partial atomic charges computed with the Löwdin method, in multiples of e: H -0.0144; N 0.1189; C -0.1753; N -0.0928; C -0.1373; N 0.1226; C -0.2504; F 0.0174; C 0.0180; H 0.0850; H 0.1283; H 0.1800

---

Bottom line: two, by a margin of 26.5 kJ/mol.

---

## one
Below is the molecule C2H6O2, with properties calculated with ωB97M-V/def2-TZVPD.

CARTESIAN COORDINATES (ANGSTROEM)
O  -1.362  1.448  -0.432
C  -0.861  0.191  -0.170
C  0.992  -1.273  0.599
O  0.587  0.253  -0.072
H  -1.141  1.686  -1.341
H  -1.256  -0.170  0.779
H  -1.033  -0.550  -0.955
H  1.750  -0.880  1.304
H  1.592  -1.603  -0.267
H  0.800  0.947  0.573

The calculation puts the HOMO energy at -7.730 eV. As for the total charge: 0. The frontier orbital gap is 8.205 eV. The value obtained for the molar mass is 62.07 g mol⁻¹. The LUMO energy is 0.48 eV.

Partial atomic charges computed with the Löwdin method, in multiples of e: O 0.0035; C -0.2910; C -0.0123; O -0.1493; H 0.1062; H 0.1222; H 0.1365; H -0.0307; H -0.0270; H 0.1418

---

## two
Below is a cluster of 2 separate species, C2H6O2 in total, with properties calculated with ωB97M-V/def2-TZVPD.

CARTESIAN COORDINATES (ANGSTROEM)
C  -1.208  -0.971  0.225
O  -0.495  -1.788  -0.304
H  -1.195  -0.801  1.319
H  -1.896  -0.331  -0.356
C  0.742  1.034  -0.014
O  1.498  0.050  -0.660
H  1.361  1.928  -0.040
H  0.524  0.822  1.050
H  -0.210  1.284  -0.519
H  1.012  -0.788  -0.671

The calculation puts the HOMO energy at -10.219 eV. As for the total charge: 0. The frontier orbital gap is 10.618 eV. Its structure (SMILES) is C=O.CO. The value obtained for the molar mass is 62.07 g mol⁻¹. The LUMO energy is 0.40 eV.

Partial atomic charges computed with the Löwdin method, in multiples of e: C -0.1460; O -0.0093; H 0.0965; H 0.0951; C -0.2038; O -0.1101; H 0.0851; H 0.0794; H 0.0769; H 0.0362

---

## three
Below is a cluster of 2 separate species, C2H6O2 in total, with properties calculated with ωB97M-V/def2-TZVPD.

CARTESIAN COORDINATES (ANGSTROEM)
C  -2.090  -0.024  -0.115
O  -3.121  -0.557  0.219
H  -2.047  0.542  -1.061
H  -1.257  -0.016  0.601
C  1.212  -0.202  -0.141
O  1.419  0.845  0.788
H  2.127  -0.516  -0.659
H  0.631  0.213  -0.965
H  0.773  -1.105  0.280
H  2.353  0.822  1.051

The calculation puts the HOMO energy at -10.084 eV. As for the total charge: 0. The frontier orbital gap is 10.854 eV. Its structure (SMILES) is C=O.CO. The value obtained for the molar mass is 62.07 g mol⁻¹. The LUMO energy is 0.77 eV.

Partial atomic charges computed with the Löwdin method, in multiples of e: C -0.1355; O -0.0113; H 0.0851; H 0.0639; C -0.1956; O -0.1178; H 0.0812; H 0.0700; H 0.0755; H 0.0843

---

## four
Below is the molecule C2H6O2, with properties calculated with ωB97M-V/def2-TZVPD.

CARTESIAN COORDINATES (ANGSTROEM)
O  -0.129  1.300  0.886
C  -0.281  0.594  -0.411
C  0.201  -0.837  -0.342
O  -0.463  -1.489  0.697
H  0.815  1.626  0.911
H  -1.296  0.654  -0.674
H  0.292  1.196  -1.137
H  1.317  -0.791  -0.171
H  -0.041  -1.452  -1.192
H  -0.415  -0.800  1.433

The calculation puts the HOMO energy at -10.176 eV. As for the total charge: 0. The frontier orbital gap is 10.971 eV. Its structure (SMILES) is OCCO. The value obtained for the molar mass is 62.07 g mol⁻¹. The LUMO energy is 0.80 eV.

Partial atomic charges computed with the Löwdin method, in multiples of e: O -0.1066; C -0.2097; C -0.2863; O -0.0804; H 0.1089; H 0.0988; H 0.1205; H 0.1282; H 0.1164; H 0.1102

---

Bottom line: four, by a margin of 68.3 kJ/mol.

---

## one
Below is a cluster of 2 separate species, C2H6O2 in total, with properties calculated with ωB97M-V/def2-TZVPD.

CARTESIAN COORDINATES (ANGSTROEM)
C  1.871  0.780  -0.226
O  2.364  -0.188  0.358
H  2.138  1.751  0.192
H  0.835  0.830  -0.767
C  -1.821  -0.729  0.469
O  -1.754  0.176  -0.611
H  -0.970  -1.330  0.458
H  -2.719  -1.405  0.362
H  -1.867  -0.185  1.438
H  -2.601  0.128  -1.115

The calculation puts the HOMO energy at -9.971 eV. As for the total charge: 0. The frontier orbital gap is 10.617 eV. Its structure (SMILES) is C=O.CO. The value obtained for the molar mass is 62.07 g mol⁻¹. The LUMO energy is 0.65 eV.

Partial atomic charges computed with the Löwdin method, in multiples of e: C -0.1217; O -0.0413; H 0.0633; H 0.0960; C -0.1710; O -0.1500; H 0.0463; H 0.0965; H 0.0865; H 0.0954

---

## two
Below is a cluster of 2 separate species, C2H6O2 in total, with properties calculated with ωB97M-V/def2-TZVPD.

CARTESIAN COORDINATES (ANGSTROEM)
C  0.461  -0.153  -0.847
C  -0.453  -0.902  -1.456
O  -0.187  -2.217  -1.668
H  0.331  0.775  -0.462
H  1.495  -0.580  -0.556
H  -1.371  -0.471  -1.695
H  -0.930  -2.763  -2.136
O  0.478  2.100  2.631
H  0.592  2.087  3.539
H  -0.417  2.124  2.649

The calculation puts the HOMO energy at -8.775 eV. As for the total charge: 0. The frontier orbital gap is 9.580 eV. Its structure (SMILES) is C=CO.O. The value obtained for the molar mass is 62.07 g mol⁻¹. The LUMO energy is 0.80 eV.

Partial atomic charges computed with the Löwdin method, in multiples of e: C 0.0077; C -0.2986; O -0.0457; H 0.0001; H 0.0977; H 0.0839; H 0.1552; O 0.0196; H 0.0023; H -0.0222

---

Bottom line: two, by a margin of 18.6 kJ/mol.

---

## one
Below is the molecule C18H36N2O2, with properties calculated with ωB97M-V/def2-TZVPD.

CARTESIAN COORDINATES (ANGSTROEM)
C  -0.612  -2.851  1.978
C  -1.124  -1.991  0.828
C  -2.644  -1.843  0.873
C  -3.211  -0.778  -0.080
C  -2.749  -1.010  -1.521
C  -4.743  -0.807  -0.022
N  -2.740  0.528  0.381
C  -3.004  1.711  -0.217
O  -3.607  1.826  -1.264
C  -2.447  2.910  0.540
C  -0.915  2.936  0.537
C  -0.352  2.837  -0.880
C  1.131  3.212  -0.929
C  1.972  2.407  0.054
O  2.500  2.914  1.022
N  2.061  1.097  -0.258
C  2.848  0.103  0.472
C  4.320  0.527  0.483
C  2.334  0.017  1.914
C  2.650  -1.257  -0.217
C  3.239  -1.373  -1.623
C  2.801  -2.672  -2.292
H  -0.851  -2.396  2.937
H  -1.068  -3.838  1.945
H  0.467  -2.970  1.916
H  -0.830  -2.452  -0.116
H  -0.658  -1.003  0.879
H  -2.948  -1.588  1.893
H  -3.102  -2.803  0.630
H  -3.235  -0.292  -2.175
H  -3.009  -2.016  -1.839
H  -1.674  -0.876  -1.607
H  -5.143  -0.006  -0.637
H  -5.089  -0.670  1.000
H  -5.119  -1.756  -0.395
H  -2.315  0.552  1.294
H  -2.826  3.806  0.047
H  -2.818  2.897  1.567
H  -0.578  3.868  0.995
H  -0.518  2.118  1.144
H  -0.504  1.824  -1.260
H  -0.907  3.512  -1.535
H  1.518  3.064  -1.940
H  1.249  4.264  -0.666
H  1.590  0.778  -1.089
H  4.423  1.445  1.054
H  4.930  -0.246  0.943
H  4.677  0.710  -0.526
H  1.299  -0.317  1.933
H  2.936  -0.682  2.488
H  2.396  0.997  2.378
H  1.577  -1.461  -0.266
H  3.098  -2.027  0.414
H  4.328  -1.352  -1.569
H  2.922  -0.529  -2.240
H  3.115  -3.529  -1.700
H  3.242  -2.759  -3.282
H  1.718  -2.707  -2.395

The calculation puts the HOMO energy at -9.430 eV. As for the total charge: 0. The frontier orbital gap is 10.092 eV. Its structure (SMILES) is CCCC(C)(C)NC(=O)CCCCC(=O)NC(C)(C)CCC. The value obtained for the molar mass is 312.50 g mol⁻¹. The LUMO energy is 0.66 eV.

Partial atomic charges computed with the Löwdin method, in multiples of e: C -0.1043; C -0.2727; C -0.1592; C -0.5375; C -0.0262; C -0.0280; N 0.1233; C -0.5078; O 0.0596; C -0.1066; C -0.1920; C -0.1928; C -0.1061; C -0.5062; O 0.0580; N 0.1293; C -0.5318; C -0.0252; C -0.0226; C -0.1611; C -0.2572; C -0.1076; H 0.0750; H 0.0745; H 0.0611; H 0.1024; H 0.0838; H 0.1216; H 0.1266; H 0.0775; H 0.0896; H 0.0745; H 0.0782; H 0.0854; H 0.0843; H 0.1378; H 0.1215; H 0.1182; H 0.1229; H 0.1065; H 0.1051; H 0.1232; H 0.1183; H 0.1215; H 0.1309; H 0.0789; H 0.0892; H 0.0827; H 0.0646; H 0.0873; H 0.0777; H 0.1027; H 0.1275; H 0.1060; H 0.1059; H 0.0736; H 0.0695; H 0.0687

---

## two
Below is the molecule C18H36N2O2, with properties calculated with ωB97M-V/def2-TZVPD.

CARTESIAN COORDINATES (ANGSTROEM)
C  -5.475  -2.928  -0.562
C  -5.724  -1.427  -0.480
C  -4.636  -0.713  0.318
C  -4.879  0.793  0.387
C  -3.901  1.529  1.305
C  -2.430  1.418  0.901
C  -2.152  2.011  -0.480
C  -0.657  2.154  -0.819
O  -0.012  3.086  0.018
C  0.063  0.798  -0.825
C  1.547  0.962  -1.160
C  2.245  -0.368  -1.499
C  2.247  -1.405  -0.362
C  3.615  -2.085  -0.249
C  3.631  -3.085  0.903
C  2.547  -4.141  0.714
C  1.181  -3.475  0.591
C  1.175  -2.478  -0.564
C  2.255  1.607  0.021
O  2.021  1.343  1.189
N  3.229  2.474  -0.317
N  4.048  3.098  0.647
H  -5.451  -3.366  0.433
H  -6.261  -3.417  -1.133
H  -4.522  -3.132  -1.047
H  -5.763  -1.010  -1.489
H  -6.694  -1.246  -0.011
H  -4.606  -1.120  1.332
H  -3.670  -0.912  -0.149
H  -5.891  0.967  0.761
H  -4.830  1.215  -0.619
H  -4.180  2.586  1.331
H  -4.010  1.135  2.319
H  -1.839  1.955  1.648
H  -2.128  0.371  0.929
H  -2.597  3.007  -0.531
H  -2.614  1.394  -1.252
H  -0.582  2.598  -1.821
H  0.083  2.689  0.893
H  -0.416  0.149  -1.559
H  -0.016  0.341  0.162
H  1.641  1.623  -2.028
H  1.763  -0.793  -2.383
H  3.278  -0.136  -1.773
H  2.052  -0.894  0.585
H  4.388  -1.331  -0.086
H  3.841  -2.603  -1.185
H  3.457  -2.553  1.841
H  4.611  -3.563  0.966
H  2.551  -4.836  1.557
H  2.754  -4.715  -0.193
H  0.950  -2.950  1.521
H  0.409  -4.232  0.433
H  0.189  -2.018  -0.643
H  1.371  -3.011  -1.499
H  3.452  2.700  -1.273
H  4.029  2.494  1.470
H  3.625  3.987  0.925

The calculation puts the HOMO energy at -9.278 eV. As for the total charge: 0. The frontier orbital gap is 10.056 eV. Its structure (SMILES) is CCCCCCC[C@@H](O)C[C@H](CC1CCCCC1)C(=O)NN. The value obtained for the molar mass is 312.50 g mol⁻¹. The LUMO energy is 0.78 eV.

Partial atomic charges computed with the Löwdin method, in multiples of e: C -0.1196; C -0.2772; C -0.2343; C -0.2229; C -0.2122; C -0.2052; C -0.1477; C -0.3813; O -0.0227; C -0.1100; C -0.2254; C -0.1111; C -0.3250; C -0.1716; C -0.2024; C -0.2118; C -0.2012; C -0.1706; C -0.4864; O 0.0441; N -0.0055; N 0.0424; H 0.0699; H 0.0658; H 0.0690; H 0.1085; H 0.1072; H 0.1198; H 0.1058; H 0.1119; H 0.1058; H 0.1102; H 0.1098; H 0.1143; H 0.1018; H 0.1232; H 0.1127; H 0.1484; H 0.0832; H 0.1299; H 0.1159; H 0.1449; H 0.1213; H 0.1137; H 0.1295; H 0.1150; H 0.1223; H 0.1158; H 0.1071; H 0.1063; H 0.1122; H 0.1161; H 0.1074; H 0.1017; H 0.1215; H 0.1426; H 0.0805; H 0.0863

---

Bottom line: one, by a margin of 139.7 kJ/mol.

---

## one
Below is a structure of composition C2H2FOYb, with properties calculated with ωB97M-V/def2-TZVPD.

CARTESIAN COORDINATES (ANGSTROEM)
C  -0.081  0.757  0.037
C  -0.432  -0.595  0.290
F  -1.005  1.645  -0.393
O  0.479  -0.025  -1.007
H  -1.494  -0.836  0.248
H  0.076  -1.488  0.661
Yb  2.457  0.543  0.164

The calculation puts the HOMO energy at -11.757 eV. As for the total charge: +1. The frontier orbital gap is 5.861 eV. The value obtained for the molar mass is 234.07 g mol⁻¹. The LUMO energy is -5.90 eV.

Partial atomic charges computed with the Löwdin method, in multiples of e: C -0.6403; C 0.0384; F 0.0352; O -0.2452; H 0.1206; H 0.0979; Yb 1.5934

---

## two
Below is a structure of composition C2H2FOYb, with properties calculated with ωB97M-V/def2-TZVPD.

CARTESIAN COORDINATES (ANGSTROEM)
O  0.434  -0.356  -0.645
C  -0.682  -0.283  -0.272
C  -1.919  -0.261  0.169
H  -2.277  -1.050  0.831
F  -2.762  0.707  -0.188
Yb  2.824  0.256  -0.327
H  4.383  0.987  0.432

The calculation puts the HOMO energy at -12.887 eV. As for the total charge: +1. The frontier orbital gap is 7.898 eV. The value obtained for the molar mass is 234.08 g mol⁻¹. The LUMO energy is -4.99 eV.

Partial atomic charges computed with the Löwdin method, in multiples of e: O -0.0200; C -0.0963; C -0.0997; H 0.1485; F 0.0695; Yb 1.3033; H -0.3053

---

Bottom line: two, by a margin of 46.2 kJ/mol.